[1]
Formula: C5H11NO
Source: the OMol25 dataset
Level of theory: wB97M-V/def2-TZVPD

HOMO energy = -7.017 eV
relative energy (zero: lowest compared OMol25 entry of this formula, charge and spin) = 353.1 kJ/mol
E = -8898.0382 eV
net charge = 0

Each line ends with the natural charge from an NBO analysis.
Positions of all 18 atoms, in Å:
C: 1.05764 -1.39319 -1.12860  -0.628
C: -0.01103 -1.62190 -0.06567  -0.222
N: -0.49802 -0.37051 0.56403  -0.274
C: -0.61172 -0.23433 1.89183  -0.334
C: -0.88823 0.67193 -0.18480  -0.162
C: -0.38534 2.04946 0.09538  -0.116
O: 0.41292 2.50012 -0.99915  -0.717
H: 1.26673 -2.32918 -1.65784  0.222
H: 1.99479 -1.03926 -0.68534  0.210
H: 0.72562 -0.65934 -1.86881  0.220
H: -0.88372 -2.11930 -0.50471  0.209
H: 0.35412 -2.26207 0.74335  0.212
H: -1.45923 0.32476 2.25697  0.199
H: 0.11131 -0.66519 2.57115  0.182
H: -1.32472 0.46717 -1.15660  0.185
H: -1.15854 2.81687 0.20119  0.184
H: 0.18923 2.02820 1.03844  0.175
H: 1.10819 1.83577 -1.11081  0.457


[2]
Formula: C20H17N6O2STl
Source: the OMol25 dataset
Level of theory: wB97M-V/def2-TZVPD

HOMO energy = -7.121 eV
relative energy (zero: lowest compared OMol25 entry of this formula, charge and spin) = 0.0 kJ/mol
E = -49580.3391 eV
net charge = 0

Each line ends with the natural charge from an NBO analysis.
Positions of all 47 atoms, in Å:
Tl: 1.33062 0.53575 1.14552  0.655
N: 3.58739 1.47179 4.92822  -0.791
C: 2.52017 1.24631 4.12701  0.283
S: 2.03922 2.47119 3.03444  -0.422
N: 1.90049 0.09949 4.38317  -0.461
N: 0.91477 -0.22330 3.51790  -0.261
C: 0.08043 -1.14714 3.82833  -0.007
C: -1.00880 -1.50750 2.89387  0.167
C: -1.78803 -2.59809 3.23389  -0.237
C: -2.77306 -3.01147 2.36613  -0.158
C: -2.95473 -2.29574 1.19389  -0.269
C: -2.12684 -1.22465 0.92933  0.051
N: -1.16751 -0.83064 1.74951  -0.441
H: 4.10850 2.32798 4.94204  0.405
H: 3.89118 0.70548 5.50533  0.396
H: 0.10711 -1.68054 4.76609  0.179
H: -1.58631 -3.09487 4.16612  0.219
H: -3.40703 -3.86034 2.58643  0.220
H: -3.71343 -2.56059 0.47819  0.219
H: -2.20528 -0.65572 0.02613  0.195
O: 2.88036 -2.84741 -6.25772  -0.664
C: 2.77469 -3.05754 -4.92300  0.772
O: 3.29785 -4.01990 -4.43514  -0.554
C: 1.97590 -2.09571 -4.12774  -0.195
C: 1.55319 -0.86584 -4.62736  -0.178
C: 0.82554 0.01220 -3.83494  -0.250
C: 0.45568 -0.35859 -2.54510  0.214
C: 0.86400 -1.60079 -2.04093  -0.225
C: 1.62578 -2.43988 -2.82281  -0.139
N: -0.14915 0.50801 -1.60848  -0.415
C: -0.86433 1.48120 -1.90595  0.122
C: -1.32637 2.41401 -0.85542  0.131
C: -2.22531 3.43024 -1.17964  -0.231
C: -2.62000 4.30697 -0.20053  -0.158
C: -2.07571 4.17005 1.06074  -0.244
C: -1.18563 3.15204 1.28832  0.061
N: -0.80786 2.25380 0.36185  -0.415
H: 2.42312 -2.04278 -6.52636  0.479
H: 1.80291 -0.54279 -5.63602  0.196
H: 0.56917 0.98041 -4.21471  0.213
H: 0.64569 -1.85740 -1.00474  0.237
H: 2.00062 -3.38611 -2.40406  0.246
H: -1.22606 1.68292 -2.91150  0.155
H: -2.57824 3.53996 -2.18993  0.219
H: -3.33874 5.10290 -0.38656  0.223
H: -2.32003 4.86191 1.85877  0.229
H: -0.72595 3.05073 2.26743  0.227


[3]
Formula: C18H21N3O4S2
Source: the OMol25 dataset
Level of theory: wB97M-V/def2-TZVPD

HOMO energy = -8.508 eV
relative energy (zero: lowest compared OMol25 entry of this formula, charge and spin) = 161.1 kJ/mol
E = -53337.8468 eV
structure (SMILES) = C=CCn1c(SCC(=O)N(C)[C@H]2CCS(=O)(=O)C2)nc2ccccc2c1=O
net charge = 0

Each line ends with the natural charge from an NBO analysis.
Positions of all 48 atoms, in Å:
C: -5.76221 -1.67487 -0.52281  -0.369
C: -5.23899 -0.50085 -0.22763  -0.193
C: -4.30201 -0.26407 0.91764  -0.283
N: -3.07699 0.38082 0.47154  -0.437
C: -2.09954 -0.32521 -0.15373  0.338
N: -1.00660 0.16574 -0.62695  -0.578
C: -0.78194 1.50863 -0.48132  0.258
C: 0.37772 2.08432 -1.01664  -0.274
C: 0.62398 3.42699 -0.83797  -0.158
C: -0.27257 4.23179 -0.13645  -0.238
C: -1.42984 3.68784 0.37216  -0.132
C: -1.69670 2.32776 0.20314  -0.228
C: -2.93427 1.75451 0.71440  0.673
O: -3.80154 2.36808 1.30052  -0.600
H: -2.15374 4.28617 0.90440  0.237
H: -0.06151 5.28163 -0.00315  0.219
H: 1.52566 3.85655 -1.24827  0.223
H: 1.06515 1.47466 -1.58092  0.228
S: -2.34406 -2.05325 -0.31657  0.310
C: -0.64686 -2.50901 -0.77089  -0.617
H: -0.44608 -2.13413 -1.76761  0.245
C: 0.28266 -1.99709 0.31913  0.704
O: -0.04516 -2.09309 1.48663  -0.642
N: 1.48666 -1.49989 -0.05566  -0.448
C: 1.85767 -1.26951 -1.43494  -0.449
H: 2.68250 -0.56463 -1.48472  0.238
H: 2.14959 -2.20176 -1.92671  0.193
H: 1.02323 -0.82486 -1.97620  0.225
C: 2.38558 -1.10364 1.01727  -0.064
C: 2.72050 0.37689 1.00986  -0.675
H: 2.90638 0.75402 2.01018  0.261
H: 1.97215 0.98381 0.50957  0.271
S: 4.30868 0.51408 0.11736  2.146
O: 4.09290 0.98012 -1.22964  -0.955
O: 5.25860 1.23745 0.91206  -0.936
C: 4.72632 -1.26986 0.08993  -0.659
C: 3.71159 -1.89747 1.02288  -0.423
H: 3.51233 -2.93740 0.76168  0.233
H: 4.10025 -1.87576 2.04202  0.226
H: 4.64912 -1.61238 -0.93631  0.242
H: 5.74713 -1.37018 0.44159  0.257
H: 1.83022 -1.35448 1.92990  0.277
H: -0.63242 -3.59974 -0.76695  0.256
H: -4.05257 -1.20243 1.41992  0.225
H: -4.76046 0.43056 1.63065  0.266
H: -5.47433 0.38035 -0.80968  0.208
H: -6.44696 -1.80088 -1.34325  0.204
H: -5.52921 -2.55635 0.05056  0.194


[4]
Formula: C4H5INO4S
Source: the OMol25 dataset
Level of theory: wB97M-V/def2-TZVPD

HOMO energy = -5.810 eV
relative energy (zero: lowest compared OMol25 entry of this formula, charge and spin) = 301.5 kJ/mol
E = -32842.8404 eV
net charge = -1

Each line ends with the natural charge from an NBO analysis.
Positions of all 16 atoms, in Å:
C: 1.12488 -2.61371 -2.36881  -0.336
C: 0.12067 -0.36084 0.55609  0.668
C: -0.52126 1.65320 2.01172  0.785
C: 0.59073 0.67495 1.67645  -0.614
N: -0.25535 0.34626 -0.48027  -0.974
O: -0.91777 2.34988 0.90212  -0.719
O: 0.16957 -1.57903 0.61434  -0.650
O: -0.94474 2.08329 3.08615  -0.604
O: -0.45198 0.69643 -2.89555  -0.922
S: -0.46918 -0.40704 -1.89188  1.392
I: -2.75500 -1.24592 -1.65470  -0.205
H: 0.58976 -2.98978 -1.52072  0.093
H: 1.90873 -1.88481 -1.80539  0.087
H: 1.00494 0.19675 2.60268  0.238
H: 1.44699 1.20444 1.09734  0.251
H: -0.64098 1.87593 0.07043  0.511


[5]
Formula: CH10O3S
Source: the OMol25 dataset
Level of theory: wB97M-V/def2-TZVPD

HOMO energy = -9.168 eV
relative energy (zero: lowest compared OMol25 entry of this formula, charge and spin) = 131.2 kJ/mol
E = -18175.7588 eV
structure (SMILES) = CS.O.O.O
net charge = 0

Each line ends with the natural charge from an NBO analysis.
Positions of all 15 atoms, in Å:
C: 0.03428 2.98409 -0.19841  -0.700
S: 1.51102 3.11746 0.98741  -0.103
H: -0.76791 3.59015 0.22628  0.229
H: 0.33832 3.31288 -1.20848  0.214
H: -0.14747 1.90967 -0.37422  0.220
H: 0.92584 4.09960 1.85607  0.140
H: 0.08484 -3.59808 3.74419  0.465
H: -0.77418 -2.91558 2.86170  0.460
O: -0.32920 -3.76889 2.86041  -0.925
H: -2.18394 0.54852 -4.36554  0.463
H: -2.18235 -0.90231 -4.11033  0.465
O: -2.54572 -0.09521 -3.80203  -0.928
H: 1.47238 -3.36655 0.57822  0.477
H: 2.20871 -1.96287 0.25872  0.465
O: 2.35538 -2.95286 0.68601  -0.942


[6]
Formula: C6H12O
Source: the OMol25 dataset
Level of theory: wB97M-V/def2-TZVPD

HOMO energy = -9.680 eV
relative energy (zero: lowest compared OMol25 entry of this formula, charge and spin) = 54.3 kJ/mol
E = -8463.7911 eV
structure (SMILES) = CC[C@H]1CCCO1
net charge = 0

Each line ends with the natural charge from an NBO analysis.
Positions of all 19 atoms, in Å:
C: 2.56267 -0.22814 0.11244  -0.608
C: 1.32757 0.09012 -0.73715  -0.422
C: 0.17200 0.48567 0.19919  0.092
C: -1.12608 1.14135 -0.36146  -0.433
C: -2.19656 0.03396 -0.22594  -0.428
C: -1.31885 -1.19042 -0.00169  -0.074
O: -0.28101 -0.71320 0.83343  -0.530
H: 2.96772 0.68635 0.56247  0.198
H: 2.28837 -0.90787 0.92680  0.219
H: 3.36336 -0.69957 -0.46697  0.208
H: 1.55927 0.86538 -1.47745  0.201
H: 1.03883 -0.80668 -1.30114  0.201
H: 0.59210 1.12568 0.98262  0.185
H: -1.38905 2.00398 0.25955  0.215
H: -1.03336 1.50248 -1.39076  0.210
H: -2.84872 -0.05585 -1.10046  0.211
H: -2.82789 0.20196 0.65323  0.206
H: -1.79672 -2.03735 0.49294  0.197
H: -0.91447 -1.52720 -0.97079  0.153